Entry 1:
Computed, not measured: a structure of composition C28H21CaCl2N7O2S, with ωB97M-V/def2-TZVPD.

Each line ends with the Mulliken charge.
CARTESIAN COORDINATES (ANGSTROEM)
Ca -0.738 0.049 -1.065  1.824
Cl -7.102 -1.134 -4.052  -0.269
C -5.371 -1.144 -3.786  0.261
C -4.852 -0.328 -2.789  -0.574
C -3.482 -0.291 -2.518  -0.077
N -2.912 0.458 -1.514  -0.381
C -3.449 1.472 -0.807  0.339
O -4.576 1.963 -0.940  -0.767
C -2.514 2.047 0.300  0.921
C -3.130 2.546 1.429  -1.182
C -2.314 3.280 2.332  -0.117
C -0.975 3.330 2.183  -1.100
C -0.311 2.496 1.131  0.405
N -1.195 2.101 0.063  -0.889
C -2.607 -1.117 -3.334  -0.390
C -3.167 -1.921 -4.321  -0.627
C -4.541 -1.938 -4.546  0.076
Cl -5.166 -2.970 -5.813  -0.276
N -1.232 -1.031 -3.093  -0.290
C -0.265 -1.547 -3.833  0.288
O -0.304 -2.291 -4.828  -0.841
C 1.156 -1.099 -3.396  0.420
C 2.256 -1.714 -3.988  -0.571
C 3.528 -1.272 -3.682  -0.220
C 3.682 -0.210 -2.804  -0.735
C 2.541 0.348 -2.258  -0.227
N 1.314 -0.078 -2.544  -0.381
H -5.504 0.304 -2.206  0.586
H -4.206 2.518 1.507  0.410
H -2.782 3.853 3.130  0.349
H -0.365 3.942 2.837  0.341
H 0.524 3.063 0.691  0.380
H -2.512 -2.529 -4.925  0.613
H 2.063 -2.519 -4.682  0.431
H 4.395 -1.753 -4.120  0.372
H 4.658 0.165 -2.526  0.377
H 2.607 1.171 -1.554  0.456
C 5.201 -0.815 2.059  -0.987
N 3.912 -1.261 2.520  0.212
C 3.372 -1.018 3.779  -0.449
C 2.099 -1.450 3.753  -0.749
N 1.873 -1.975 2.503  0.146
C 2.982 -1.864 1.728  -0.132
S 3.138 -2.443 0.171  -0.384
H 6.001 -1.250 2.661  0.327
H 5.262 0.274 2.105  0.316
H 5.306 -1.143 1.026  0.288
H 3.929 -0.514 4.548  0.455
H 1.321 -1.385 4.490  0.578
H 0.966 -2.152 2.076  0.373
N -0.596 -0.926 1.049  -1.560
C -0.387 -0.040 1.923  1.335
C -1.027 -0.056 3.271  -0.960
C -0.527 0.633 4.311  -0.482
C 0.657 1.464 4.160  -0.117
C 1.216 1.635 2.954  -0.737
C 0.527 1.183 1.728  0.667
H -1.869 -0.730 3.381  0.300
H -0.985 0.558 5.294  0.309
H 1.110 1.897 5.047  0.285
H 2.131 2.217 2.860  0.239
H 1.237 0.943 0.926  -0.207

Cartesian forces (eV/Å) of the 3 atoms listed first:
0.7 -0.1 0.4
0.0 0.0 0.0
0.0 0.0 0.0

Calculated values
Charge: -2
Frontier orbital gap, eV: 4.7
Energy relative to the best compared isomer or geometry (same formula, charge and spin), kJ/mol: 150.9
HOMO energy, eV: -0.67

=====

Entry 2:
Computed, not measured: a structure of composition C28H21ClIInN4O7P, with ωB97M-V/def2-TZVPD.

Each line ends with the Mulliken charge.
CARTESIAN COORDINATES (ANGSTROEM)
In -0.464 -1.561 -0.389  1.852
O 4.078 -0.868 0.170  -0.424
C 2.809 -1.019 -0.165  0.133
O 2.004 -1.639 0.499  -0.441
C 2.442 -0.373 -1.461  0.282
C 3.317 0.293 -2.292  -0.749
C 2.796 0.866 -3.451  -0.689
C 1.446 0.743 -3.732  -0.899
C 0.645 0.033 -2.844  0.565
N 1.147 -0.497 -1.739  0.506
C -0.837 -0.222 -3.091  0.179
O -1.388 0.374 -3.984  -0.664
O -1.371 -1.083 -2.273  -0.692
H 4.217 -1.302 1.029  0.428
H 4.364 0.369 -2.039  0.660
H 3.448 1.399 -4.129  0.477
H 0.992 1.166 -4.616  0.642
Cl -0.336 -2.152 2.399  -0.090
C -1.404 -0.910 3.053  1.205
C -2.113 -1.235 4.191  -0.714
C -2.953 -0.278 4.741  -0.612
C -3.076 0.970 4.150  -0.822
C -2.359 1.266 3.001  -0.726
C -1.500 0.328 2.433  -0.438
P -0.627 0.687 0.890  2.037
C -1.509 1.998 0.037  0.243
C -2.513 1.651 -0.868  -0.591
C -3.221 2.650 -1.518  -0.841
C -2.936 3.983 -1.262  -0.608
C -1.943 4.330 -0.354  -0.797
C -1.227 3.340 0.299  -0.257
C 0.989 1.351 1.365  0.727
C 1.745 2.048 0.421  -0.654
C 3.018 2.495 0.739  -0.778
C 3.551 2.240 1.996  -0.665
C 2.805 1.546 2.938  -0.817
C 1.526 1.105 2.626  -0.700
H -2.016 -2.217 4.631  0.517
H -3.520 -0.519 5.630  0.411
H -3.739 1.710 4.576  0.441
H -2.482 2.230 2.524  0.450
H -2.740 0.612 -1.070  0.393
H -3.989 2.381 -2.230  0.466
H -3.490 4.759 -1.775  0.427
H -1.725 5.371 -0.155  0.450
H -0.452 3.615 1.004  0.512
H 1.333 2.263 -0.560  0.522
H 3.589 3.052 0.008  0.465
H 4.543 2.594 2.245  0.436
H 3.211 1.358 3.923  0.460
H 0.947 0.577 3.373  0.421
O -1.929 -3.190 -0.343  -0.581
N -3.008 -2.594 0.075  0.981
O -4.054 -3.155 0.077  -0.630
O -2.843 -1.392 0.412  -0.504
I 2.387 -7.070 -2.126  0.157
C 1.295 -5.340 -2.063  -0.989
C 0.328 -4.921 -2.954  -0.053
N -0.119 -3.736 -2.523  0.152
N 0.501 -3.356 -1.393  -0.045
C 1.360 -4.326 -1.104  -0.387
H -0.063 -5.380 -3.846  0.493
H -0.870 -3.157 -2.882  0.148
H 1.981 -4.261 -0.226  0.621

Cartesian forces (eV/Å) of the 3 atoms listed first:
-0.2 0.0 -0.4
-0.1 -0.1 0.1
0.1 0.0 -0.2

Calculated values
Charge: +1
Frontier orbital gap, eV: 8.0
HOMO energy, eV: -11.44

=====

Entry 3:
Computed, not measured: a structure of composition C28H21CrF10N6O4S, with ωB97M-V/def2-TZVPD.

Each line ends with the Mulliken spin population.
CARTESIAN COORDINATES (ANGSTROEM)
Cr -0.622 0.847 -0.058  3.161
O 3.238 0.428 1.250  -0.001
C 1.942 0.345 0.928  -0.024
O 1.310 1.311 0.386  -0.017
C 1.230 -0.846 1.409  0.054
C 1.954 -2.003 1.933  0.088
C -0.028 -3.376 2.780  0.087
C -1.033 -2.978 1.909  -0.022
C -1.201 -1.692 1.416  0.074
N -0.188 -0.694 1.662  -0.113
C -2.402 -1.357 0.564  -0.023
O -3.218 -2.225 0.282  0.008
O -2.436 -0.133 0.038  -0.042
H 3.576 1.307 0.947  0.001
H 2.988 -1.635 2.189  -0.026
H 0.008 -4.406 3.173  -0.005
H -1.771 -3.728 1.583  0.003
C -0.448 3.179 1.849  0.021
N -1.437 2.140 1.477  -0.116
C -2.482 2.785 0.620  0.014
C -2.058 3.182 -0.834  0.007
N -0.966 2.340 -1.325  -0.025
C -0.363 2.633 -2.546  -0.007
C 0.766 1.884 -3.044  0.018
F 1.347 0.996 -2.182  0.007
C 1.427 2.070 -4.236  -0.006
F 2.521 1.344 -4.573  0.000
C 0.943 3.027 -5.125  0.019
F 1.626 3.320 -6.268  0.001
C -0.148 3.798 -4.735  -0.005
F -0.632 4.718 -5.606  -0.001
C -0.733 3.625 -3.487  0.010
F -1.661 4.597 -3.171  0.000
C -2.038 1.445 2.653  0.041
C -1.009 0.751 3.576  0.004
N -0.199 -0.407 3.059  0.187
C 0.561 -1.234 3.840  0.309
C 0.895 -0.954 5.201  -0.125
F 0.454 0.195 5.781  0.000
C 1.679 -1.788 5.962  0.333
F 1.932 -1.487 7.211  0.021
C 2.286 -2.963 5.374  -0.056
F 3.125 -3.678 6.163  -0.004
C 2.073 -3.277 4.075  0.191
F 2.705 -4.346 3.531  0.010
C 1.138 -2.473 3.181  -0.037
F 2.227 -3.069 1.033  0.003
H -0.920 3.935 2.526  -0.001
H -0.148 3.680 0.906  -0.001
H 0.397 2.664 2.361  0.002
H -2.858 3.697 1.121  0.007
H -3.338 2.095 0.575  -0.006
H -1.772 4.240 -0.871  -0.007
H -2.969 3.037 -1.421  0.003
H -2.772 0.720 2.271  -0.001
H -2.569 2.204 3.277  0.000
H -1.597 0.304 4.405  0.000
H -0.328 1.485 4.044  -0.003
C -1.480 -2.108 -5.482  -0.001
N -0.180 -2.258 -4.791  -0.002
C 1.001 -2.666 -5.370  0.000
C 1.938 -2.625 -4.392  0.000
N 1.354 -2.190 -3.227  -0.001
C 0.012 -1.955 -3.442  -0.004
S -1.050 -1.541 -2.258  -0.008
H -1.528 -2.838 -6.276  0.000
H -1.538 -1.100 -5.927  0.000
H -2.258 -2.273 -4.729  0.001
H 1.028 -3.029 -6.378  0.000
H 2.999 -2.913 -4.485  0.000
H 1.697 -2.084 -2.281  0.002

Cartesian forces (eV/Å) of the 3 atoms listed first:
-1.1 -1.9 1.9
0.9 1.5 -0.9
-3.3 -3.9 2.1

Calculated values
⟨S²⟩: 6.086
Charge: -1
Frontier orbital gap (spin up / spin down), eV: 4.2 / 5.0
Spin multiplicity: 5
Energy relative to the best compared isomer or geometry (same formula, charge and spin), kJ/mol: 0.0
HOMO energy (spin up / spin down), eV: -2.65 / -2.96

=====

Entry 4:
Computed, not measured: a structure of composition C28H21MoN9OS3, with ωB97M-V/def2-TZVPD.

Each line ends with the Mulliken spin population.
CARTESIAN COORDINATES (ANGSTROEM)
Mo -0.964 1.174 -0.012  1.705
C -0.192 -4.357 0.249  -0.001
C -0.018 -3.670 1.443  0.004
C 0.201 -2.299 1.433  -0.015
C 0.240 -1.616 0.224  -0.016
C 0.068 -2.299 -0.972  -0.002
C -0.147 -3.671 -0.956  -0.004
N 0.444 -0.197 0.202  0.008
C 1.726 0.246 0.520  0.039
C 2.858 -0.575 0.590  -0.009
C 4.087 -0.014 0.874  0.007
C 4.240 1.356 1.110  -0.004
C 3.137 2.178 1.066  0.006
C 1.899 1.614 0.776  -0.045
N 0.705 2.320 0.689  -0.075
N 0.665 3.556 0.911  0.164
C -0.655 4.035 0.894  0.011
C -0.886 5.371 1.182  0.013
C -2.195 5.813 1.221  0.004
C -3.227 4.912 0.990  0.012
C -2.916 3.594 0.716  0.006
N -1.652 3.169 0.654  -0.004
H -0.376 -5.423 0.260  0.000
H -0.063 -4.200 2.386  0.001
H 0.325 -1.746 2.357  0.001
H 0.062 -1.747 -1.905  0.013
H -0.293 -4.201 -1.889  0.000
H 2.767 -1.639 0.418  0.001
H 4.957 -0.657 0.917  0.000
H 5.217 1.763 1.328  0.000
H 3.208 3.242 1.241  0.001
H -0.043 6.018 1.373  -0.001
H -2.411 6.850 1.438  0.000
H -4.261 5.223 1.016  0.001
H -3.674 2.845 0.532  0.005
S -1.970 0.643 2.144  -0.005
C -2.629 -0.948 1.813  0.027
C -2.846 -1.829 2.869  0.009
C -3.324 -3.109 2.636  0.005
C -3.481 -4.013 3.739  0.000
N -3.591 -4.719 4.639  0.002
C -3.609 -3.516 1.324  0.003
C -3.426 -2.629 0.275  0.010
C -2.935 -1.346 0.503  -0.012
S -2.673 -0.268 -0.857  0.033
C -4.044 -4.855 1.043  0.001
N -4.377 -5.925 0.790  -0.001
H -2.610 -1.524 3.879  -0.001
H -3.640 -2.945 -0.737  0.003
C 3.698 -1.029 -3.739  0.000
N 2.719 -0.311 -2.953  0.000
C 2.580 1.046 -2.921  0.001
N 3.331 1.748 -3.837  0.000
O 1.852 1.605 -2.115  -0.001
H 3.694 -2.072 -3.432  0.000
H 4.707 -0.636 -3.592  0.000
H 3.460 -1.004 -4.806  0.000
H 2.254 -0.788 -2.199  0.000
H 3.604 1.289 -4.689  0.000
H 3.002 2.694 -3.953  0.000
S -0.633 2.967 -4.390  0.075
C -0.880 2.445 -2.910  0.049
N -1.064 2.063 -1.805  -0.025

Cartesian forces (eV/Å) of the 3 atoms listed first:
-0.1 0.0 0.2
0.0 0.0 0.0
0.0 0.0 0.0

Calculated values
⟨S²⟩: 2.030
Charge: 0
Frontier orbital gap (spin up / spin down), eV: 5.4 / 5.8
Spin multiplicity: 3
Energy relative to the best compared isomer or geometry (same formula, charge and spin), kJ/mol: 0.0
HOMO energy (spin up / spin down), eV: -7.40 / -8.18

=====

Entry 5:
Computed, not measured: a structure of composition C28H22BCl2F6NO4OsS, with ωB97M-V/def2-TZVPD.

Each line ends with the Mulliken charge.
CARTESIAN COORDINATES (ANGSTROEM)
Os -0.949 -0.225 -1.112  1.311
F -4.556 3.280 -1.508  -0.256
C -3.612 4.226 -1.556  0.587
F -3.895 5.130 -0.599  -0.260
F -3.744 4.863 -2.737  -0.255
C -2.222 3.684 -1.389  0.025
C -1.192 4.583 -1.185  -0.518
C 0.105 4.119 -1.058  -0.973
C 0.340 2.760 -1.126  -0.043
N -0.647 1.879 -1.326  -0.610
C -1.911 2.328 -1.460  1.006
S -2.914 0.953 -1.705  -0.608
H -1.411 5.641 -1.122  0.479
H 0.931 4.796 -0.903  0.461
H 1.330 2.352 -1.037  0.449
Cl -3.253 -6.509 -4.180  -0.217
C -2.842 -5.110 -3.243  0.211
C -3.260 -5.032 -1.916  -0.605
C -2.939 -3.934 -1.153  0.234
Cl -3.474 -3.855 0.482  -0.178
C -2.170 -2.868 -1.672  0.033
O -1.875 -1.885 -0.846  -0.692
C -1.785 -2.963 -3.023  1.184
C -1.058 -1.909 -3.701  -0.077
O -0.727 -0.832 -3.222  -0.710
C -2.117 -4.087 -3.795  -1.108
H -3.839 -5.835 -1.482  0.452
H -0.784 -2.100 -4.747  0.289
H -1.798 -4.134 -4.828  0.418
F -2.002 2.755 7.870  -0.287
C -1.187 1.731 7.566  0.822
F -1.601 0.671 8.291  -0.255
F 0.038 2.051 8.036  -0.257
C -1.160 1.429 6.099  0.335
C -1.921 2.161 5.201  -0.523
C -1.881 1.852 3.851  -0.687
C -1.082 0.807 3.381  0.454
C -0.322 0.077 4.302  -0.646
C -0.360 0.386 5.647  -0.805
C -1.052 0.487 1.988  -0.060
C -1.022 0.202 0.807  -0.124
H -2.545 2.971 5.553  0.441
H -2.475 2.418 3.146  0.511
H 0.294 -0.737 3.944  0.487
H 0.231 -0.185 6.352  0.370
C 3.198 -2.611 -1.977  -2.050
C 3.066 -1.522 -0.923  1.750
C 3.789 -1.937 0.345  -1.831
O 1.653 -1.422 -0.605  -0.259
B 1.154 -0.274 -1.157  0.366
O 2.124 0.502 -1.736  -0.301
C 3.422 -0.081 -1.443  1.764
C 4.234 -0.051 -2.726  -1.948
C 4.074 0.808 -0.394  -2.089
H 2.813 -3.543 -1.565  0.520
H 4.237 -2.765 -2.268  0.368
H 2.616 -2.369 -2.868  0.309
H 3.435 -2.922 0.649  0.439
H 3.599 -1.243 1.161  0.367
H 4.865 -1.999 0.176  0.358
H 3.723 -0.563 -3.538  0.378
H 5.211 -0.514 -2.577  0.369
H 4.392 0.985 -3.024  0.456
H 3.452 0.888 0.498  0.322
H 4.204 1.809 -0.809  0.469
H 5.055 0.433 -0.103  0.437

Cartesian forces (eV/Å) of the 3 atoms listed first:
0.1 0.0 0.1
0.0 0.0 0.0
0.0 0.0 0.0

Calculated values
Charge: 0
Frontier orbital gap (spin up / spin down), eV: 6.2 / 6.2
Energy relative to the best compared isomer or geometry (same formula, charge and spin), kJ/mol: 18.1
HOMO energy (spin up / spin down), eV: -7.65 / -7.65

=====

Entry 6:
Computed, not measured: a structure of composition C28H22BrF4NO5PRu, with ωB97M-V/def2-TZVPD.

Each line ends with the Mulliken spin population.
CARTESIAN COORDINATES (ANGSTROEM)
Ru 0.782 -1.114 0.000  0.888
O 1.189 -1.704 4.356  0.004
C 1.659 -1.705 3.135  0.005
O 0.942 -1.947 2.167  0.021
C 3.155 -1.462 3.131  0.001
O 3.704 -1.245 1.858  -0.001
C 3.804 0.118 1.447  -0.005
C 2.467 0.363 0.794  -0.016
O 2.247 0.186 -0.464  -0.022
O 1.465 0.464 1.538  0.098
H 0.240 -1.918 4.350  0.000
H 3.605 -2.376 3.529  0.000
H 3.376 -0.659 3.838  0.000
H 4.636 0.196 0.752  0.000
H 3.953 0.788 2.294  0.000
F -2.030 1.963 -5.878  0.000
C -1.699 1.778 -4.622  -0.001
C -2.020 2.729 -3.663  -0.001
F -2.660 3.824 -4.010  0.000
C -1.663 2.517 -2.337  -0.002
F -1.995 3.449 -1.453  0.000
C -0.988 1.372 -1.936  0.001
P -0.510 1.055 -0.216  -0.006
C 0.282 2.586 0.301  -0.002
C 1.087 3.284 -0.599  -0.005
C 1.688 4.472 -0.215  0.001
C 1.491 4.966 1.067  -0.002
C 0.704 4.264 1.971  0.001
C 0.110 3.070 1.597  -0.001
C -2.060 0.876 0.693  -0.005
C -2.902 1.934 1.045  0.001
C -4.104 1.668 1.678  0.000
C -4.477 0.358 1.958  0.000
C -3.648 -0.698 1.611  -0.001
C -2.444 -0.431 0.981  -0.007
C -0.679 0.453 -2.918  0.018
Br 0.213 -1.158 -2.485  -0.010
C -1.023 0.626 -4.242  -0.005
F -0.713 -0.288 -5.152  0.000
H 1.251 2.908 -1.603  0.000
H 2.303 5.015 -0.920  0.000
H 1.950 5.900 1.361  0.000
H 0.552 4.644 2.972  0.000
H -0.487 2.521 2.313  0.000
H -2.623 2.956 0.830  0.000
H -4.758 2.484 1.952  0.000
H -5.420 0.164 2.452  0.000
H -3.938 -1.717 1.829  0.000
H -1.756 -1.216 0.683  0.008
N 2.148 -2.759 -0.365  -0.006
C 1.127 -3.600 -0.937  0.045
C 1.170 -4.092 -2.232  0.034
C 0.050 -4.725 -2.753  0.007
C -1.113 -4.856 -2.004  0.008
C -1.148 -4.382 -0.703  -0.004
C -0.030 -3.757 -0.154  -0.034
H 2.944 -2.595 -0.972  0.000
H 2.463 -3.055 0.555  0.002
H 2.070 -3.993 -2.827  0.000
H 0.089 -5.121 -3.759  0.000
H -1.974 -5.352 -2.429  0.000
H -2.031 -4.517 -0.094  -0.001
H -0.022 -3.509 0.903  -0.005

Cartesian forces (eV/Å) of the 3 atoms listed first:
-0.2 2.1 -1.6
0.0 -0.1 0.0
-0.2 0.1 0.1

Calculated values
⟨S²⟩: 0.770
Charge: +2
Frontier orbital gap (spin up / spin down), eV: 6.8 / 6.7
Spin multiplicity: 2
Energy relative to the best compared isomer or geometry (same formula, charge and spin), kJ/mol: 147.6
HOMO energy (spin up / spin down), eV: -14.50 / -14.43

=====

Looking at largest force on an atom for the records above, in order, we have 0.824; 0.738; 5.507; 0.218; 0.991; 2.617 eV/A.
Looking at E for the records above, in order, we have -98224.8586; -84749.6193; -112935.7139; -79199.2575; -94404.5016; -133887.3314 eV.